[1]
The following is a DFT calculation (ωB97M-V with the def2-TZVPD basis set) of C24H47AuN4O2Si5Te as an isolated structure.

Geometry as XYZ:
```
84
Properties=species:S:1:pos:R:3:forces:R:3
Au -0.0257 0.0652 0.2101 0.403 0.410 0.582
O 0.9350 -0.8062 1.7947 0.173 -0.306 0.105
N 1.9232 -1.6592 1.7202 -0.245 0.176 0.106
N 2.6160 -1.6185 0.6659 0.160 -0.129 0.083
O 2.4389 -0.8266 -0.3101 -0.267 0.038 -0.251
C 3.7090 -2.5674 0.5941 0.093 -0.041 0.014
C 4.1140 -3.2846 1.7120 -0.012 0.006 -0.054
C 5.1782 -4.1616 1.5873 -0.009 0.009 -0.006
C 5.8263 -4.3153 0.3680 0.017 -0.005 -0.001
C 5.4093 -3.5847 -0.7334 0.011 -0.006 0.004
C 4.3468 -2.6991 -0.6254 -0.004 0.008 -0.032
H 3.6062 -3.1509 2.6544 -0.008 0.005 0.015
H 5.5065 -4.7244 2.4511 0.000 0.001 0.001
H 6.6593 -5.0002 0.2808 0.003 -0.008 -0.001
H 5.9132 -3.6977 -1.6841 0.006 -0.002 -0.006
H 4.0083 -2.1057 -1.4627 0.009 -0.030 0.034
C -1.6446 -3.3156 1.1996 0.011 0.000 0.000
C -2.3818 -2.3682 0.3028 -0.060 -0.005 0.028
C -3.6638 -2.6141 -0.1614 0.024 0.003 0.029
C -4.2752 -1.6646 -0.9769 -0.009 0.018 -0.014
C -3.6318 -0.4983 -1.3335 -0.011 -0.031 0.053
C -2.3288 -0.3099 -0.8553 0.080 0.029 -0.108
N -1.7588 -1.2470 -0.0586 0.113 -0.021 -0.217
N -1.4650 0.7206 -1.0529 -0.211 0.016 -0.215
Si -1.4478 1.9239 -2.3211 -0.051 0.050 0.044
C 0.3307 2.1053 -2.8391 -0.023 -0.062 -0.025
C -2.1635 3.5334 -1.6874 0.081 -0.046 -0.056
C -2.4279 1.3263 -3.8104 0.035 0.025 0.073
H -1.4514 -4.2567 0.6827 0.006 0.005 -0.008
H -2.2385 -3.5415 2.0855 -0.004 -0.004 -0.002
H -0.6975 -2.8827 1.5138 0.003 -0.002 0.012
H -4.1749 -3.5243 0.1179 0.001 -0.008 0.005
H -5.2832 -1.8398 -1.3321 -0.006 -0.004 -0.002
H -4.1150 0.2488 -1.9422 -0.001 0.010 0.005
H 0.9322 2.5430 -2.0422 0.002 -0.018 0.020
H 0.4178 2.7329 -3.7287 0.023 0.026 0.011
H 0.7549 1.1239 -3.0665 -0.014 -0.010 -0.032
H -1.6173 3.8708 -0.8036 0.007 -0.014 0.010
H -3.2123 3.4138 -1.4076 -0.008 -0.033 0.005
H -2.1072 4.3215 -2.4427 -0.010 -0.002 -0.004
H -2.1804 0.2931 -4.0618 0.005 -0.014 0.005
H -2.1664 1.9474 -4.6709 0.017 0.011 0.008
H -3.5078 1.3947 -3.6819 -0.014 0.022 0.000
C 5.0157 5.8874 1.4597 -0.067 0.022 0.098
Si 3.4496 4.8663 1.7000 0.143 -0.052 -0.045
C 1.9812 6.0296 1.8496 0.055 -0.005 -0.025
C 3.6769 3.9154 3.3098 -0.033 0.070 -0.043
Si 3.1366 3.4021 -0.1577 0.180 -0.237 0.158
Te 1.3157 2.1774 1.1028 -0.425 0.037 -0.301
Si 2.8301 4.6999 -2.1103 -0.055 0.044 0.002
C 1.1183 5.4730 -2.2184 0.030 -0.051 0.003
C 4.0531 6.1336 -2.0282 -0.056 -0.032 -0.007
C 3.3101 3.7245 -3.6504 -0.051 0.057 0.040
Si 4.9653 1.9156 -0.3898 0.046 0.026 -0.098
C 6.5633 2.8946 -0.6364 -0.101 -0.011 0.010
C 4.6955 0.8292 -1.9015 0.024 0.019 0.098
C 5.1496 0.8417 1.1388 -0.020 0.055 -0.056
H 5.1998 6.4483 2.3812 0.008 0.005 -0.004
H 4.9362 6.6067 0.6465 -0.006 -0.011 -0.029
H 5.8906 5.2638 1.2754 -0.005 -0.023 0.001
H 2.0838 6.6525 2.7417 0.000 0.004 0.010
H 1.0413 5.4809 1.9206 -0.020 -0.013 0.008
H 1.9183 6.6948 0.9853 -0.006 -0.010 -0.017
H 3.7929 4.6277 4.1319 0.012 0.019 -0.015
H 4.5762 3.2982 3.2759 0.005 -0.018 -0.022
H 2.8366 3.2639 3.5479 -0.017 -0.012 -0.009
H 1.0027 6.2042 -1.4152 -0.010 0.001 0.017
H 0.2999 4.7588 -2.1345 0.072 0.010 0.005
H 1.0105 6.0046 -3.1679 0.009 0.009 -0.011
H 3.8120 6.8350 -1.2291 -0.020 -0.001 0.011
H 4.0058 6.6833 -2.9728 0.012 -0.007 -0.016
H 5.0823 5.7976 -1.8902 0.010 -0.012 0.024
H 2.9003 2.7166 -3.6831 -0.030 0.020 0.009
H 4.3992 3.6494 -3.6938 0.012 -0.018 0.001
H 2.9843 4.2584 -4.5476 -0.010 0.007 0.003
H 6.5106 3.5415 -1.5150 -0.009 0.015 -0.004
H 7.4055 2.2127 -0.7793 -0.015 -0.035 -0.010
H 6.7902 3.5199 0.2285 0.004 0.000 -0.002
H 4.7083 1.4045 -2.8266 0.011 0.037 -0.013
H 3.7414 0.3087 -1.8155 0.004 0.010 -0.032
H 5.4863 0.0757 -1.9630 0.021 -0.001 0.019
H 5.4270 1.4221 2.0203 -0.002 0.029 -0.006
H 5.9290 0.0936 0.9688 -0.005 -0.021 -0.007
H 4.2149 0.3257 1.3559 -0.016 0.004 0.031
```
Forces are in eV/Å.

Calculated values
Energy above the lowest of the compared OMol25 structures with the same formula, charge and spin: 3.6 kcal/mol
Total charge: 0
LUMO energy: -1.2 eV
Gap between HOMO and LUMO: 6.21 eV

These are the Löwdin partial charges, in e, on atoms 1 to 2: Au 0.910; O -0.395

[2]
The following is a DFT calculation (ωB97M-V with the def2-TZVPD basis set) of C2HFIrO as an isolated structure at a distorted geometry.

Geometry as XYZ:
```
6
Properties=species:S:1:pos:R:3:forces:R:3
H -0.5905 0.3009 1.4259 -0.863 1.962 -1.882
O -0.5464 -1.2691 0.5157 -2.013 -0.453 -0.155
C -0.5379 0.0822 0.2917 0.111 -0.922 7.164
C 0.3874 0.5005 -0.6035 1.534 3.859 -1.232
F 0.8356 1.8115 -0.5231 -1.131 -3.687 -0.748
Ir 0.4518 -1.4260 -1.1068 2.362 -0.759 -3.147
```
Forces are in eV/Å.

Calculated values
Energy above the lowest of the compared OMol25 structures with the same formula, charge and spin: 22.4 kcal/mol
Total charge: +1
LUMO energy (spin up / spin down): -6.8 / -8.3 eV
Gap between HOMO and LUMO (spin up / spin down): 8.09 / 8.25 eV
2S+1: 5
⟨S²⟩: 6.0108

These are the Löwdin partial charges, in e, on atoms 1 to 2: H 0.202; O -0.240

[3]
The following is a DFT calculation (ωB97M-V with the def2-TZVPD basis set) of a 2-piece molecular cluster, C2 overall at a distorted geometry.

Geometry as XYZ:
```
2
Properties=species:S:1:pos:R:3:forces:R:3
C 0.7359 0.9817 0.1406 -2.133 -2.846 -0.408
C -0.7359 -0.9817 -0.1406 2.133 2.846 0.408
```
Forces are in eV/Å.

Calculated values
Energy above the lowest of the compared OMol25 structures with the same formula, charge and spin: 70.8 kcal/mol
Total charge: +1
LUMO energy (spin up / spin down): -10.7 / -9.7 eV
Gap between HOMO and LUMO (spin up / spin down): 6.21 / 7.30 eV
2S+1: 2
⟨S²⟩: 0.7507

Charges obtained by Löwdin population analysis, quoted in units of e: C 0.500; C 0.500

- What is the total charge in the second record?
  +1